[1]
DFT (the ωB97M-V functional and the def2-TZVPD basis) results for a structure of composition C28H28N8O4PdSSe.

Structure (XYZ):
```
71
Properties=species:S:1:pos:R:3:forces:R:3:lowdin_spin:R:1
Pd 0.3294 1.1376 -0.0686 -0.8 -1.2 -0.1 0.816
Se 5.2132 6.9056 -0.3719 0.0 0.0 0.0 0.001
N 5.4099 5.1478 -0.2002 0.0 -0.1 0.0 0.000
C 4.2105 4.6286 -0.1324 0.3 0.4 0.0 0.001
C 3.9632 3.2096 0.0049 -1.0 -0.3 0.0 0.002
C 4.9713 2.2648 0.1238 0.2 -0.3 0.0 0.000
C 4.6295 0.9338 0.2751 0.1 0.3 0.0 0.003
C 3.2894 0.5784 0.2646 0.0 0.0 -0.1 0.008
N 2.3068 1.4579 0.1146 1.8 1.3 0.5 0.067
C 2.6171 2.7801 0.0269 1.4 -1.1 0.1 0.006
C 1.5222 3.7120 -0.0033 -1.2 1.2 0.0 0.003
N 0.2625 3.2031 0.0790 0.8 1.4 -0.1 0.050
C -0.7653 4.0364 0.0741 -0.1 0.0 0.1 0.003
C -0.6218 5.4173 -0.0095 0.1 0.1 0.0 0.003
C 0.6433 5.9527 -0.1034 -0.2 0.2 0.0 -0.004
C 1.7421 5.1019 -0.1033 -0.2 -1.0 0.1 0.002
C 3.1104 5.5622 -0.2006 0.4 0.3 0.0 0.000
N 3.4386 6.8220 -0.3364 -0.1 0.0 0.0 0.001
H 6.0035 2.5882 0.1061 0.0 0.0 0.0 0.000
H 5.3829 0.1696 0.4056 0.0 0.0 0.0 0.001
H 2.9992 -0.4581 0.3830 -0.2 0.0 0.0 0.001
H -1.7540 3.5970 0.1252 0.0 -0.1 0.0 0.001
H -1.4998 6.0468 -0.0056 0.0 0.0 0.0 0.001
H 0.8033 7.0197 -0.1843 0.0 0.0 0.0 0.000
C -4.4988 -4.6439 -0.5557 0.0 0.1 0.0 0.003
C -4.0525 -3.2185 -0.7374 0.0 0.0 0.0 0.014
C -4.7948 -2.1860 -0.1607 0.0 0.0 0.0 -0.001
C -4.3889 -0.8693 -0.2733 -0.1 0.1 -0.1 0.012
C -3.2352 -0.5736 -0.9880 0.1 0.2 0.1 0.008
C -2.4992 -1.5801 -1.5848 0.0 0.1 -0.2 0.016
C -2.9086 -2.8988 -1.4617 -0.1 0.0 0.0 -0.002
S -2.5042 1.0380 -0.7945 -0.5 -0.5 -0.2 0.040
O -3.5387 2.0331 -0.6787 -0.1 0.1 0.1 -0.001
O -1.5013 1.2302 -1.8220 -0.4 -0.1 0.0 0.016
N -1.7595 0.6905 0.6074 -0.4 0.5 0.4 0.336
C -2.3817 1.0637 1.7929 -0.2 0.1 -0.4 0.154
C -1.2483 1.6767 2.9607 0.5 -0.5 0.2 0.086
O -1.8125 2.4319 3.7225 -0.1 0.1 -0.3 0.162
O -0.1428 1.1538 2.8444 -0.4 0.0 -0.1 0.081
H -5.5122 -4.7788 -0.9367 0.0 0.0 0.0 0.001
H -4.5139 -4.9026 0.5046 0.0 -0.1 0.0 0.001
H -3.8412 -5.3374 -1.0780 0.0 0.0 0.0 0.000
H -5.6951 -2.4291 0.3916 0.0 0.0 0.0 0.000
H -4.9457 -0.0619 0.1867 0.0 -0.1 0.0 0.002
H -1.6096 -1.3073 -2.1321 0.1 0.0 0.0 0.001
H -2.3237 -3.6857 -1.9249 0.0 0.0 0.0 0.000
H -2.7075 0.2124 2.4018 0.2 0.0 0.1 0.034
H -3.1785 1.7982 1.6720 -0.1 -0.1 0.1 0.002
C -0.1179 -4.0012 1.7366 0.1 0.1 0.0 0.000
C 0.0637 -2.6536 2.4130 0.0 0.0 0.0 0.000
N 0.3163 -1.6316 1.4162 0.0 -0.1 0.0 0.000
C 0.6434 -1.8579 0.1218 -0.1 0.3 -0.3 0.005
N 0.6658 -0.8371 -0.6882 0.2 -0.9 -0.3 0.058
C 1.1042 -0.9757 -2.0701 0.0 -0.4 0.2 0.005
C 1.0110 -2.4114 -2.5805 0.1 0.1 0.1 0.003
C 1.5963 -3.3486 -1.5384 0.0 0.1 -0.1 0.000
N 0.9351 -3.1387 -0.2649 -0.1 -0.2 0.1 0.001
C 1.0041 -4.1927 0.7303 -0.1 0.0 0.0 0.001
H -1.0750 -4.0231 1.2099 0.0 0.0 0.0 0.000
H -0.1061 -4.8023 2.4753 0.0 0.0 0.0 0.000
H 0.8936 -2.7001 3.1265 0.0 0.0 0.0 0.000
H -0.8327 -2.3849 2.9745 0.0 0.0 0.0 0.000
H 0.1249 -0.6608 1.6526 -0.1 0.0 0.1 -0.001
H 2.1429 -0.6293 -2.1524 0.0 0.0 -0.1 0.000
H 0.4931 -0.3104 -2.6815 0.0 0.0 0.0 0.001
H 1.5527 -2.5106 -3.5222 0.0 0.0 0.0 0.001
H -0.0293 -2.6888 -2.7570 0.0 0.0 0.0 0.000
H 2.6785 -3.1799 -1.4498 0.0 0.0 0.0 0.000
H 1.4448 -4.3887 -1.8314 0.0 0.0 0.0 0.000
H 1.9745 -4.1948 1.2469 0.0 0.0 0.0 0.000
H 0.9031 -5.1482 0.2130 0.0 0.0 0.0 0.000
```
Positions in Å, forces in eV/Å.

Summary:
2S+1: 3
Orbital gap (spin up / spin down): 4.94 / 5.73 eV
ΔE to the lowest compared entry with this formula, charge and spin: 32.4 kcal per mole
Charge: 0
Highest occupied orbital energy (spin up / spin down): -5.84 / -7.31 eV
Lowest unoccupied orbital energy (spin up / spin down): -0.9009 / -1.5820 eV


[2]
DFT (the ωB97M-V functional and the def2-TZVPD basis) results for a cluster of 2 separate species, C4H12OS in total.

Structure (XYZ):
```
18
Properties=species:S:1:pos:R:3:forces:R:3:lowdin_charge:R:1
C -1.0496 1.1421 -0.9651 -2.1 0.7 -0.1 -0.103
C -0.0798 2.2159 -0.5410 0.8 -0.9 -0.4 -0.333
O -0.5063 3.4543 -1.0772 0.2 0.4 0.0 -0.078
H -1.9867 1.6658 -1.2135 0.2 0.1 -0.2 0.081
H -1.4019 0.5182 -0.1660 0.4 -0.5 0.5 0.014
H -0.8496 0.5236 -1.8355 0.6 0.1 0.0 0.070
H 0.0210 2.2536 0.5450 -0.2 0.1 0.1 0.106
H 0.8986 1.9135 -0.9389 0.2 0.4 0.1 0.108
H 0.1766 4.1178 -0.9123 -0.2 -0.2 0.0 0.085
C 1.0803 -1.3144 1.8821 1.0 0.7 0.1 -0.446
S -0.5117 -1.7456 1.1999 -0.3 -0.1 -0.1 0.747
C -0.0764 -2.6181 -0.3312 -0.7 -0.5 1.0 -0.402
H 1.9276 -1.5543 1.2394 -0.2 -0.5 -0.2 0.038
H 1.1938 -0.2364 1.9759 -0.3 0.2 0.1 0.017
H 1.2674 -1.7346 2.8699 -0.2 -0.2 -0.1 0.028
H -0.0647 -2.0172 -1.2311 0.4 0.2 0.0 0.026
H -0.8324 -3.3874 -0.4195 -0.4 0.0 -0.3 0.019
H 0.7938 -3.1967 -0.0808 0.8 0.1 -0.5 0.023
```
Positions in Å, forces in eV/Å.

Summary:
2S+1: 1
Structure (SMILES): CCO.CSC
Orbital gap: 9.42 eV
ΔE to the lowest compared entry with this formula, charge and spin: 27.1 kcal per mole
Charge: 0
Highest occupied orbital energy: -8.52 eV
Lowest unoccupied orbital energy: 0.8961 eV


[3]
DFT (the ωB97M-V functional and the def2-TZVPD basis) results for a cluster of 6 separate species, H14NO5 in total.

Structure (XYZ):
```
20
Properties=species:S:1:pos:R:3:forces:R:3:lowdin_charge:R:1
N 0.1575 0.4652 1.2004 0.4 -0.8 0.2 0.279
H -0.7754 0.7883 0.9647 -0.1 -0.2 -0.4 0.105
H 0.6643 0.1329 0.3744 -0.2 -0.1 -0.2 0.104
H 0.5934 1.2534 1.6566 0.3 0.3 -0.1 0.106
H 0.1329 -0.3018 1.8723 -0.1 -0.1 -0.1 0.145
H -0.9856 -0.9412 -4.1845 0.0 -0.1 0.0 0.073
H -2.1101 -0.7460 -3.1571 -0.2 0.0 -0.1 0.062
O -1.3270 -1.2709 -3.3447 0.1 0.3 0.0 -0.032
H -0.7125 2.6073 -1.1176 -0.1 0.0 0.1 0.067
H -0.5716 1.3456 -1.9326 -0.1 -0.2 0.1 0.051
O -0.8250 1.6501 -1.0521 0.2 0.3 -0.3 -0.043
H 2.4323 -2.9738 1.0654 0.0 0.1 0.0 0.048
H 3.2613 -1.7024 1.0071 0.2 0.0 0.0 0.042
O 2.3888 -2.0267 1.2369 -0.2 0.1 0.1 -0.058
H 0.1019 -2.5243 -0.9315 0.2 -0.2 0.2 0.045
H -0.3163 -1.4082 -1.8571 0.3 -0.1 -0.1 -0.011
O 0.3099 -1.6093 -1.1340 -0.4 0.4 0.1 -0.075
H -0.1763 2.2146 3.5025 0.2 0.2 0.1 0.065
H -1.5491 2.6141 3.1132 -0.4 0.2 -0.2 0.068
O -0.6934 2.4332 2.7178 0.1 -0.1 0.5 -0.042
```
Positions in Å, forces in eV/Å.

Summary:
2S+1: 1
Orbital gap: 11.51 eV
ΔE to the lowest compared entry with this formula, charge and spin: 24.0 kcal per mole
Charge: +1
Highest occupied orbital energy: -14.51 eV
Lowest unoccupied orbital energy: -2.9976 eV


> What is the 2S+1 in the third record?

1


> The highest 2S+1 belongs to which entry?

C28H28N8O4PdSSe